Record 1
Here is C28H28FIrN5OS as an isolated structure from the OMol25 dataset. Energies are from ωB97M-V/def2-TZVPD.

Positions of all 65 atoms, in Å:
C (-2.24, 1.55, 0.38)
C (4.26, 4.35, 3.38)
N (0.17, 1.22, 0.79)
S (0.77, -4.04, 0.37)
C (-0.68, 3.10, -0.48)
N (-2.59, 0.41, 1.16)
C (1.19, 2.01, 1.37)
F (0.07, -0.28, 3.09)
H (5.18, 4.37, 2.81)
C (-3.28, 2.30, -0.16)
C (3.20, 3.55, 2.68)
H (-0.16, 3.45, 2.19)
O (0.09, -2.92, 1.15)
H (-4.38, -1.52, 3.06)
H (1.55, 4.79, 3.31)
H (-1.73, -3.16, -0.77)
H (-0.14, -3.24, -6.06)
C (0.24, -3.82, -1.31)
C (-0.20, -5.46, 0.81)
C (3.51, 2.40, 1.98)
H (-1.54, -2.31, -5.50)
N (2.21, -0.61, 0.57)
C (4.10, 0.36, -0.04)
C (-0.98, -3.25, -5.37)
H (-5.04, 4.29, -0.73)
H (4.98, -1.43, -0.99)
C (-3.04, 3.48, -0.84)
H (0.19, -6.31, 0.25)
C (-4.17, 4.31, -1.38)
C (-1.42, -3.17, -2.90)
H (2.65, -2.53, -0.16)
H (-1.47, 4.75, -1.57)
C (-1.71, 3.85, -1.00)
H (-1.25, -5.28, 0.56)
H (1.44, -4.06, -4.46)
C (0.88, 3.16, 2.10)
H (-4.30, 1.95, -0.06)
C (1.15, -4.06, -2.34)
H (-4.38, 1.04, 2.07)
H (4.79, 1.18, -0.17)
H (4.49, 3.93, 4.36)
C (0.75, -3.86, -3.65)
H (-4.49, 3.95, -2.36)
C (4.17, -0.95, -0.46)
H (3.93, 5.38, 3.54)
H (0.35, 3.40, -0.65)
N (2.93, 0.53, 0.59)
Ir (0.20, -0.70, 1.24)
C (-0.91, 1.93, 0.26)
C (2.98, -1.52, -0.04)
H (-2.08, -2.59, 2.05)
H (-3.86, 5.35, -1.50)
H (4.54, 2.06, 1.96)
C (1.85, 3.92, 2.73)
C (-2.50, -1.61, 1.90)
C (-3.68, 0.24, 1.91)
H (-1.65, -4.06, -5.66)
C (2.53, 1.66, 1.33)
C (-1.04, -3.36, -1.58)
N (-1.86, -0.72, 1.12)
C (-0.54, -3.42, -3.95)
C (-3.66, -1.06, 2.41)
H (-2.43, -2.84, -3.12)
H (-0.07, -5.62, 1.88)
H (2.15, -4.42, -2.12)

Computed properties:
Total charge: +1
Kohn-Sham gap (alpha / beta) in Ha: 0.2360 / 0.2360

=====

Record 2
Here is one molecule with the formula C5H8FN from the OMol25 dataset. Energies are from ωB97M-V/def2-TZVPD.

Positions of all 15 atoms, in Å:
H (0.49, -2.41, 0.83)
H (1.62, -1.24, 1.29)
C (0.97, -1.05, -0.76)
H (-1.80, -0.02, -0.43)
H (-1.14, 2.08, 1.03)
F (1.99, -1.67, -1.41)
H (0.20, 0.38, -2.22)
N (-0.31, -0.43, 1.07)
H (0.47, 2.03, 0.41)
C (0.13, -0.13, -1.28)
H (-1.09, -0.84, 1.55)
C (-0.78, 0.30, -0.13)
C (0.75, -1.36, 0.66)
H (-0.92, 2.51, -0.74)
C (-0.58, 1.85, 0.13)

Computed properties:
Total charge: 0
Kohn-Sham gap in Ha: 0.3592
Structure (SMILES): C[C@H]1C=C(F)CN1

=====

Record 3
Here is a 2-piece molecular cluster, C2H10N4S overall from the OMol25 dataset. Energies are from ωB97M-V/def2-TZVPD.

Positions of all 17 atoms, in Å:
S (0.94, -1.01, 0.44)
H (-2.14, 1.17, 1.91)
H (1.42, -1.99, -0.57)
C (-0.66, -0.88, -0.24)
H (-0.79, 0.06, 2.11)
C (-2.87, 0.18, -0.35)
H (-0.99, -1.30, -1.24)
H (2.82, 1.46, -0.62)
H (4.44, -0.65, -0.23)
H (4.57, 0.94, 0.62)
N (-1.59, -0.08, 0.32)
H (-3.03, -0.21, -1.36)
N (3.01, 0.45, -0.54)
N (4.05, 0.22, 0.09)
H (-2.81, 1.24, -0.30)
N (-1.43, 0.54, 1.48)
H (-3.68, -0.33, 0.16)

Computed properties:
Total charge: +2
Kohn-Sham gap in Ha: 0.2441

=====

E_tot
In order: -55373.307; -9521.180; -19010.457
Unit: eV
Energy above the lowest of the compared OMol25 structures with the same formula, charge and spin
In order: 26.9; 14.0; 58.3
Unit: kcal per mole